{
  "formula": "C4H9NO2",
  "method": "ωB97M-V/def2-TZVPD",
  "elements": ["H", "C", "H", "H", "C", "H", "H", "H", "H", "O", "N", "H", "O", "H", "C", "C"],
  "positions_angstrom": [[1.775, 1.431, -0.432], [-0.528, -0.540, 0.096], [0.556, 1.805, 0.793], [1.018, 3.040, -0.396], [0.838, 1.972, -0.252], [-0.084, -1.933, 2.270], [0.456, -3.348, 1.300], [0.375, -0.485, -1.679], [-1.237, 1.847, -0.882], [0.180, -1.680, 0.218], [-0.332, 0.003, -1.145], [-0.089, 1.752, -2.221], [-1.227, -0.068, 0.968], [-1.244, -2.774, 1.214], [-0.261, 1.457, -1.182], [-0.199, -2.478, 1.330]],
  "lowdin_charge": [0.0791, -0.6085, 0.0726, 0.0711, -0.0853, 0.0943, 0.0920, 0.1383, 0.1161, -0.0395, 0.0583, 0.1134, 0.0930, 0.0981, -0.2362, -0.0567],
  "energy_ev": -9879.4989,
  "largest_force_ha_per_bohr": 0.009,
  "gap_ev": 10.8149,
  "smiles": "CCNC(=O)OC",
  "e_lumo_ha": 0.0339
}